The following is a quantum chemistry calculation of C38H51CeI2NO4S2Si as an isolated structure, from OMol25.

ORCA input file:
```
! wB97M-V def2-TZVPD RIJCOSX def2/J DEFGRID3
* xyz -1 2
Ce 2.304 0.159 -0.484
I 1.946 -1.354 -3.679
C 1.346 0.317 -4.755
C 1.023 0.162 -6.075
C 0.623 1.278 -6.836
C 0.584 2.506 -6.250
C 0.928 2.679 -4.887
C 0.912 3.976 -4.325
C 1.269 4.142 -3.021
C 1.613 3.021 -2.234
C 1.630 1.709 -2.675
C 1.304 1.570 -4.073
H 1.081 -0.814 -6.536
H 0.362 1.151 -7.879
H 0.292 3.380 -6.821
H 0.631 4.816 -4.950
H 1.286 5.134 -2.581
H 1.899 3.251 -1.210
O 1.244 -0.693 1.682
S 1.696 -1.499 2.870
C 2.271 -0.290 4.091
C 1.283 0.729 4.631
C 0.620 1.635 3.594
C 1.599 2.587 2.917
S 1.106 3.041 1.243
O 0.839 1.719 0.572
C -0.539 3.646 1.588
C -0.690 4.922 2.114
C -1.964 5.400 2.371
C -3.072 4.612 2.088
C -2.909 3.348 1.544
C -1.636 2.856 1.293
C 0.152 -1.969 3.646
C -1.047 -1.553 3.097
C -2.238 -1.974 3.670
C -2.224 -2.801 4.781
C -1.015 -3.221 5.321
C 0.179 -2.813 4.749
H 3.132 0.144 3.576
H 2.675 -0.901 4.904
H 1.829 1.340 5.359
H 0.501 0.210 5.194
H -0.166 2.214 4.087
H 0.142 1.022 2.827
H 2.594 2.167 2.759
H 1.714 3.531 3.456
H 0.177 5.541 2.308
H -2.093 6.393 2.781
H -4.066 4.994 2.279
H -3.772 2.742 1.306
H -1.473 1.879 0.857
H -1.028 -0.917 2.223
H -3.178 -1.657 3.238
H -3.155 -3.132 5.221
H -1.002 -3.879 6.180
H 1.124 -3.162 5.144
C 5.572 2.330 -0.759
C 4.183 1.896 -0.338
O 3.677 2.458 0.664
H 6.002 3.074 -0.076
H 5.523 2.732 -1.773
H 6.203 1.441 -0.797
C -2.210 -4.535 0.005
Si -1.761 -3.514 -1.514
C -3.317 -3.338 -2.572
C -0.482 -4.422 -2.540
C -1.042 -1.857 -0.959
H -2.444 -5.564 -0.267
H -3.077 -4.120 0.523
H -1.379 -4.560 0.709
H -3.554 -4.310 -3.008
H -3.169 -2.638 -3.394
H -4.184 -3.009 -1.999
H -0.819 -5.435 -2.771
H 0.464 -4.489 -2.003
H -0.301 -3.903 -3.482
H -1.085 -1.814 0.134
H 0.027 -1.955 -1.186
N 3.678 -3.844 -0.883
C 2.517 -3.290 -0.303
O 2.261 -2.083 -0.726
C 1.735 -3.979 0.559
I 4.807 -0.901 1.315
H 4.368 -3.110 -0.998
H 4.068 -4.589 -0.323
H 1.995 -4.981 0.865
H 0.805 -3.548 0.900
C -3.462 -0.374 0.048
C -2.995 -0.195 -1.391
C -3.257 1.228 -1.873
C -1.514 -0.539 -1.567
H -4.507 -0.076 0.161
H -2.866 0.241 0.733
H -3.369 -1.407 0.382
H -3.587 -0.871 -2.019
H -2.699 1.950 -1.274
H -4.316 1.487 -1.813
H -2.932 1.358 -2.906
H -0.928 0.294 -1.144
H -1.276 -0.526 -2.635
*
```

largest force on an atom	0.77	eV/Å
calculated total energy	-3990.83811	Eh

Atomic partial charges in e from the Löwdin method, atoms 1 to 4:
1. Ce 0.59
2. I 1.20
3. C -0.63
4. C -0.18